Density functional theory data (the ωB97M-V functional and the def2-TZVPD basis) for 14 unconnected molecules or ions with the total composition C72H186N14O22.

DFT total energy: -5275.7555 hartree
Charge: 0
Multiplicity: 1
Energy relative to the best compared isomer or geometry (same formula, charge and spin): 1140.11 kJ/mol
HOMO-LUMO gap: 8.73 eV

Last column: Löwdin charge in e.
Positions of all 294 atoms, in Å:
O 1.341311 -2.937489 -1.080331  -0.21
O -5.219503 -4.160982 -7.096274  -0.21
O -2.408102 10.053695 -0.859536  -0.21
O 1.696748 6.789292 2.303029  -0.21
O -2.834617 1.556816 6.528987  -0.19
O -2.704596 -4.911132 4.035622  -0.20
O -2.565698 4.798332 1.211601  -0.24
O -5.509543 -1.423638 1.905147  -0.21
O -0.647118 -3.544616 8.443923  -0.21
O 7.133784 -4.534371 -6.500281  -0.20
O 1.525756 2.020163 2.485777  -0.20
O -0.731246 -5.507295 -8.321749  -0.23
O 2.079036 -7.523471 -2.096189  -0.22
O 4.089685 -2.563584 -4.942149  -0.21
O 1.812932 11.130322 -1.314870  -0.18
O -0.697678 5.017384 8.465585  -0.15
O -0.495349 -0.553368 -4.997494  -0.20
O 3.543843 0.096722 0.676337  -0.18
O -2.919712 -3.641769 -1.912687  -0.25
O 5.102551 5.232523 -1.556803  -0.18
O -3.187023 -0.897175 -9.429505  -0.21
O 4.946937 -4.011879 1.098224  -0.24
N 5.117917 -5.303783 -5.001723  -0.08
N -4.918985 1.201524 8.699872  0.04
N -0.114982 -7.012453 -4.933527  -0.07
N -6.424301 -2.739280 4.586877  0.03
N -3.061566 -4.910012 6.940123  -0.08
N 4.885174 -0.938847 3.974406  0.05
N 4.010205 7.988642 -1.440029  -0.08
N -0.968859 9.136591 1.348220  -0.06
N 0.340108 -0.066314 1.065240  -0.07
N 0.293281 4.481450 5.773495  0.04
N -0.427164 -0.696289 -8.172629  -0.03
N 7.267869 -5.357682 3.397959  0.01
N -1.433279 3.591018 -2.242020  0.02
N -5.954866 -4.745603 -3.546838  -0.05
C 0.767524 -1.677776 -0.737617  -0.20
C 4.787050 1.447722 3.282779  -0.03
C 0.157522 1.700404 2.691029  -0.22
C -3.101848 10.099026 0.336963  -0.24
C 3.814633 -0.077669 -0.700813  -0.11
C -2.818125 0.471588 7.572288  -0.14
C 0.529461 -6.804584 -3.646682  -0.23
C 6.717382 -4.282453 2.579003  -0.42
C 0.425156 -3.994941 -1.117146  -0.09
C 6.403039 -5.370779 -4.317558  -0.20
C 2.457505 9.851991 -0.943667  -0.19
C -2.649676 4.401346 -0.220448  -0.11
C 1.117642 8.089256 2.220185  -0.21
C -3.729005 -5.725875 4.673493  -0.22
C 7.319559 -5.606183 -5.509060  -0.18
C 0.564368 -0.784108 -5.984215  -0.21
C 7.835292 -3.496123 1.965144  -0.06
C 3.056015 -8.474705 -1.651978  -0.08
C -0.268189 -3.677172 7.074303  -0.08
C -1.390966 -6.136800 -9.407107  -0.14
C -0.192433 5.731180 6.233457  -0.47
C -4.235879 -4.293110 -1.670807  -0.10
C -0.793739 -1.434130 -9.384359  -0.26
C -4.377310 -0.800097 1.221304  -0.08
C -3.537196 0.808221 8.858499  -0.47
C 3.872066 5.614145 -0.886886  -0.18
C -6.939613 -1.547269 3.964542  -0.41
C -1.857938 -0.765101 -10.002591  -0.25
C -5.788997 -4.944335 -4.965532  -0.26
C 3.101520 6.863615 -1.425871  -0.21
C 1.201212 -8.028595 -3.088782  -0.21
C 2.982596 6.597187 3.017909  -0.06
C 1.650499 3.298535 1.824101  -0.06
C 4.068293 -4.891782 -4.125493  -0.21
C 4.861520 4.914025 -2.939388  -0.11
C 1.044835 11.645597 -0.220642  -0.10
C -0.000031 0.234502 2.422198  -0.23
C -2.542056 -5.201350 8.286679  -0.16
C -4.902998 -3.970475 -5.629181  -0.17
C -3.374863 -0.312551 9.890341  -0.06
C -5.801478 -0.803346 3.188702  -0.18
C -0.208632 5.142445 -0.956228  -0.07
C -1.646113 4.736528 9.407996  -0.15
C -1.280371 5.420136 7.212915  -0.19
C 5.807033 -5.051498 1.585565  -0.17
C -0.621340 6.541233 5.017281  -0.04
C 4.037161 -3.403997 -3.699189  -0.13
C -2.694504 11.256720 -1.698207  -0.05
C -4.406544 -0.628341 -10.178431  -0.08
C -4.638424 -5.102445 -2.991627  -0.19
C 4.302925 -0.057022 2.995174  -0.44
C -7.432418 -0.643925 5.157333  -0.05
C -1.984763 -3.732250 8.746023  -0.20
C -1.223833 3.963083 -0.843464  -0.37
C -3.375428 -6.112203 6.117317  -0.20
C -0.309173 -5.848369 -5.770508  -0.19
C -3.058339 -4.296857 2.750992  -0.05
C -2.854315 -2.625668 -2.846243  -0.12
C 0.487424 -1.509424 0.749013  -0.16
C -3.800083 5.231599 1.789733  -0.10
C 4.490427 -1.216970 -4.661473  -0.13
C -2.371442 1.156984 5.291128  -0.15
C -1.134605 -6.157158 -7.035411  -0.14
C -4.480216 -3.387841 -8.013224  -0.11
C 4.504206 -0.460254 1.576339  -0.19
C -0.149946 0.386576 -3.906937  -0.08
C 3.464526 9.245225 -1.979383  -0.17
C -0.300729 8.011379 1.815859  -0.24
C 0.183308 -1.596198 -7.196856  -0.20
C -2.397657 9.005275 1.185473  -0.18
C 3.882893 -4.279160 0.154014  -0.06
C 7.851431 -3.357022 -6.148436  -0.11
H -1.166809 5.921311 4.305754  0.08
H -8.277896 -1.171344 5.599030  0.07
H -4.152919 9.855879 0.181319  0.12
H -0.197761 -1.620999 -1.240716  0.10
H 0.763683 4.749666 -1.253620  0.06
H 2.780146 6.714967 -2.456758  0.10
H 7.300327 -2.818191 -5.377696  0.07
H -4.312140 -2.372946 -7.652894  0.08
H 8.307316 -2.720544 2.568277  0.08
H 1.235987 -1.961737 1.399523  0.12
H 8.851929 -3.549038 -5.760848  0.08
H -4.037817 6.112387 1.193260  0.07
H -4.074604 -6.627601 4.167987  0.11
H 1.288070 8.512450 3.210120  0.12
H 1.205998 0.041573 -6.291916  0.12
H 4.784986 -0.709711 -5.580181  0.08
H -1.826131 -2.266597 -2.891035  0.07
H 0.688032 6.137398 6.731334  0.14
H -4.560745 0.237445 0.942076  0.08
H 6.673103 -6.118666 3.693340  0.06
H -4.263064 -0.175611 -11.159521  0.08
H -1.872138 -6.059025 8.347593  0.11
H -3.912540 -1.228707 9.646094  0.07
H -6.629541 -0.488894 5.878061  0.07
H -0.508552 9.500527 0.526177  0.08
H 5.869234 1.487368 3.406879  0.07
H -1.165962 4.684409 10.385156  0.09
H -3.483234 -0.845281 1.843148  0.06
H -5.642827 -6.003034 -5.179762  0.13
H 4.955529 7.873704 -1.776553  0.11
H -1.055608 -0.031952 2.475699  0.11
H -3.926965 -1.301699 0.364750  0.07
H 7.700211 -5.148607 4.286481  0.07
H -2.395581 -4.280225 6.515942  0.04
H -2.077052 -5.612371 -6.979644  0.09
H 0.014544 -4.725249 6.975787  0.10
H 1.196770 -5.946271 -3.724835  0.10
H 8.608367 -4.069737 1.453861  0.08
H 0.456695 -8.762621 -2.780528  0.13
H -4.581724 4.473063 1.747701  0.08
H 0.494235 -7.671861 -5.396284  0.10
H 0.200716 -4.263011 -0.084737  0.10
H 0.552483 10.866444 0.361257  0.05
H 4.305768 -0.852339 4.797146  0.08
H -4.958278 -0.593954 3.846940  0.11
H 3.654181 -0.680767 -4.212825  0.07
H -0.041417 5.607723 0.015191  0.05
H 3.674056 -1.058626 -1.154732  0.07
H -4.941121 -3.555271 -8.986688  0.09
H -2.416521 -6.383579 -9.132469  0.08
H -4.147787 -4.898849 -0.768898  0.10
H -7.868231 0.344552 5.012119  0.07
H 3.228748 -8.409110 -0.577748  0.08
H 1.456591 3.072693 0.775531  0.08
H -6.782434 -4.834431 -5.400377  0.12
H -3.513153 -3.890709 -8.010342  0.07
H -6.245185 -3.429796 3.871896  0.06
H -2.537278 -2.886935 8.335834  0.10
H 4.680482 5.804664 -3.541119  0.08
H 8.331082 -5.585720 -5.103468  0.11
H 2.659097 3.704385 1.902361  0.06
H -5.216661 1.592754 9.582161  0.07
H -1.398415 -5.602588 -10.357190  0.08
H 0.621465 -0.006366 -3.244654  0.06
H -4.964933 0.019322 -9.502533  0.09
H -2.404587 5.501564 9.573930  0.09
H -0.416953 -2.480166 -6.981476  0.12
H -3.739252 -5.157373 -3.605269  0.10
H 1.387418 -0.887459 -1.160987  0.09
H -0.522372 -1.904446 0.860266  0.11
H 0.173395 1.372136 -4.241926  0.07
H 1.872401 -8.441122 -3.842054  0.12
H -2.912125 11.095335 0.736312  0.12
H 2.939802 -4.290971 0.700408  0.08
H -3.041260 5.291839 -0.712173  0.11
H -0.599934 2.223771 2.107547  0.12
H -0.700975 3.177933 -0.297335  0.11
H 3.886654 5.814073 0.184529  0.11
H 5.771960 4.462265 -3.333241  0.09
H 1.735154 12.163909 0.444875  0.08
H -0.781802 7.639488 2.720495  0.10
H 6.337462 -6.271111 -3.706674  0.12
H -0.448019 7.227064 1.073398  0.11
H 1.712418 9.110726 -0.654717  0.08
H -4.913092 -3.552508 -1.245366  0.11
H -0.491864 3.432056 -2.571532  0.06
H 8.038947 -2.738344 -7.026027  0.09
H 2.185181 7.133034 -0.900660  0.10
H 0.237421 7.052565 4.582337  0.06
H 3.092550 6.931681 4.049478  0.08
H 1.265478 -1.363486 -5.383503  0.10
H -1.802332 4.368976 -2.769924  0.07
H 0.635361 -5.474174 -6.165369  0.12
H 4.431138 1.879111 2.347187  0.05
H -6.067047 -3.758230 -3.366255  0.10
H 1.091603 4.054180 2.376130  0.09
H -4.668757 -5.208442 4.866414  0.10
H -3.864243 -4.282859 -5.521841  0.09
H -2.161954 11.134198 -2.641326  0.08
H 5.411478 -1.063586 -4.099119  0.08
H 5.156638 -5.720835 2.148649  0.11
H 2.898776 9.093119 -2.898563  0.11
H 4.516357 -1.761074 3.518303  0.05
H -4.804083 -6.165060 -2.814110  0.11
H -2.031966 4.778082 6.753591  0.14
H -1.340929 0.815235 5.387840  0.09
H -2.247832 -3.701797 2.330184  0.08
H 4.370792 9.842112 -2.081859  0.12
H 3.918901 -5.309300 -0.200397  0.08
H -3.591491 5.486039 2.828886  0.08
H -1.982316 -3.637392 9.831885  0.11
H -3.868057 0.093218 10.773640  0.08
H 3.222765 -0.000695 3.130025  0.12
H -5.014124 1.940614 8.018109  0.07
H 4.061713 -5.586988 -3.286001  0.11
H 5.264732 -4.558407 -5.667267  0.09
H 0.822069 -4.919841 -1.535627  0.07
H 0.019459 -1.570527 -10.097242  0.13
H 0.537323 -2.992995 6.807549  0.09
H 3.192750 -3.182977 -3.046330  0.10
H -6.170183 0.146870 2.802387  0.12
H -0.394351 -3.837996 -1.818486  0.08
H 1.113981 0.530078 0.809249  0.08
H -1.317933 -0.381091 -7.815866  0.10
H 1.147754 -1.860298 -7.630671  0.13
H -2.362773 -0.675229 10.069877  0.08
H 6.627442 -4.440705 -3.795345  0.11
H -4.927654 -2.972279 -5.192027  0.12
H 1.161640 4.503460 5.258151  0.08
H -1.324021 -7.197785 -7.298700  0.11
H 4.666368 -1.531207 1.454374  0.11
H 0.627804 -0.445102 2.998443  0.11
H 3.321558 4.675456 -0.949448  0.10
H -1.718537 0.315343 -9.966688  0.13
H -3.257312 -5.192548 2.162572  0.08
H -7.131920 -3.238589 5.106556  0.07
H 4.971358 -3.124650 -3.212029  0.10
H -3.295111 3.528952 -0.322616  0.11
H 0.375449 12.473604 -0.453931  0.08
H -3.744931 11.462463 -1.904078  0.08
H -2.799689 8.693500 2.149457  0.12
H -4.041774 -6.798972 6.639259  0.12
H 6.120101 -3.631636 3.217588  0.12
H 3.729682 7.244904 2.559182  0.08
H -3.052449 0.519974 4.726746  0.07
H 3.922647 -8.237531 -2.269066  0.08
H -5.000966 -1.504309 -10.438122  0.07
H -3.157411 -0.500441 7.214310  0.12
H -3.090890 1.715769 9.265036  0.11
H -1.115376 -2.458315 -9.195405  0.12
H -7.609880 -1.832779 3.153782  0.13
H 4.312856 1.894560 4.156606  0.07
H -3.205257 -2.964567 -3.820972  0.06
H -0.623356 5.902316 -1.618588  0.08
H 1.682502 8.699628 1.515577  0.10
H 5.500914 -0.158578 1.254365  0.13
H 3.830970 -3.552153 -0.656454  0.06
H -1.073246 -3.332902 6.425102  0.08
H -1.789734 0.260292 7.865318  0.12
H -2.329662 2.089469 4.728256  0.08
H -2.102069 3.766902 9.207933  0.07
H 4.079688 4.175194 -3.115380  0.08
H -0.812058 -5.036488 -5.245094  0.12
H -0.841474 -7.041302 -9.667937  0.08
H 0.393021 3.924326 6.610010  0.08
H -3.527310 -1.883533 -2.416825  0.09
H 3.245860 -5.315072 -4.702145  0.10
H 3.326411 5.563178 3.044773  0.07
H -1.013052 0.609471 -3.279670  0.07
H -1.762314 6.394595 7.292082  0.12
H -2.611370 8.220559 0.459761  0.10
H -1.290219 7.284523 5.451120  0.08
H -2.237406 12.151860 -1.276453  0.07
H 7.251780 -2.911228 1.254146  0.07
H 6.177414 -5.679681 0.775445  0.13
H -3.951929 -3.688959 2.892642  0.07
H -3.377266 -5.438420 8.945705  0.10
H 7.215566 -6.602706 -5.938278  0.12
H 2.694429 -9.483543 -1.850949  0.08
H 3.010779 9.893413 -0.005445  0.11
H 3.174591 0.641343 -1.212157  0.08
H -1.765739 -1.069193 -11.045245  0.13
H -0.282715 -6.426218 -3.025964  0.12
H -2.467499 -6.706629 6.015157  0.10
H -0.099309 1.931953 3.724723  0.10
H 4.798283 0.301346 -0.978092  0.09

Forces on the atoms, in the same order (eV/Å):
0.8392 0.5729 -0.5315
-1.0139 0.7904 2.5961
-0.2299 1.8288 -2.8798
0.9022 -1.6409 0.6889
-1.1617 -1.5431 3.1631
-0.3380 -0.2235 0.7245
0.6634 -1.3279 -1.0512
1.6058 -0.5798 -0.2460
1.7171 0.7113 -0.4270
1.0403 -1.1684 0.6033
-0.0377 1.2355 -0.3873
1.0314 0.0050 0.6182
-0.5700 -0.4445 1.3311
0.1886 -0.3244 1.4638
0.2643 -1.5483 0.2554
0.1896 0.6131 -2.1328
0.2172 1.8125 -0.0243
-0.0478 -0.6217 0.4437
-0.4712 -2.6710 1.8146
-0.7470 1.0266 -0.0209
-0.0655 -1.2452 -0.2243
-0.2840 0.6207 -1.2042
0.8781 0.7862 0.6192
-1.0110 -0.7452 -0.2467
-0.0114 -1.3721 -0.2143
0.5408 -1.1688 0.0275
-0.8361 -1.2908 0.1802
-0.2221 -1.1063 -0.9430
-0.4925 1.4372 0.7477
0.0481 3.3675 -0.0278
-0.1570 0.0542 -1.7979
0.0029 -2.4979 -0.5379
-0.0758 -1.1322 -0.3073
0.9923 -1.3669 1.0340
-0.4512 -1.4791 0.3272
1.8118 0.4395 0.1017
-0.3174 -0.5700 -0.3510
-0.7347 -1.8490 -1.2151
0.1324 -0.6826 1.0795
1.3717 0.2288 1.7978
0.2452 1.2697 -0.1273
0.3842 0.5926 -0.9675
-1.4473 1.7075 -0.4528
0.6694 -2.4285 1.1212
0.0863 -0.8360 0.0702
-0.8914 -0.8797 -2.0014
0.3396 0.6566 0.1136
1.6636 -0.1727 1.5938
2.5104 0.5617 0.5260
-1.1015 0.7959 0.9256
1.2519 1.1175 0.6326
0.7603 -1.2108 2.4503
-0.6704 1.1080 -1.0912
-0.7466 0.3331 -0.8194
-0.3629 0.2296 0.7692
0.3759 -0.6605 0.2962
1.2767 -0.4999 -0.9378
1.4575 0.1431 -1.2906
1.6507 -1.5114 2.3349
0.1901 -0.2459 1.2298
0.7631 0.9448 -0.2261
-1.3192 -0.3842 -0.4012
1.2157 1.6882 -0.3341
-3.4999 2.7892 -3.2367
-3.0924 -0.2223 -0.2289
1.5484 -0.6435 -1.4829
0.9094 1.1220 -0.4140
-0.4924 1.5780 -0.8182
0.6227 -0.8175 0.7753
-1.0533 -0.6092 -0.2525
0.7864 0.1242 0.3677
1.3032 0.2541 0.4681
-0.4951 -1.0130 -0.7404
-1.0183 2.9271 -0.2256
1.3432 -1.2941 -3.1563
-0.7541 -0.0030 -0.1995
-1.0052 0.4593 -1.0554
-0.6935 -0.1746 1.8033
-0.5835 -0.6673 1.6797
0.2101 1.8866 0.2069
-1.9330 1.5524 0.1979
-0.3691 0.5311 1.4468
0.6557 0.1174 -1.9107
1.1842 -1.1054 0.4059
1.1575 0.1791 0.3366
-0.5344 -0.6093 2.9926
-0.7263 3.8862 1.3046
-0.6541 -0.4956 -0.7541
0.1648 -2.1753 0.5830
-0.4563 2.8008 -0.0656
2.7927 1.0319 -0.3450
0.4625 -0.0468 -1.4273
-0.6757 -1.7628 1.5143
-1.0829 0.2608 0.4086
-0.3425 2.0553 -0.1503
1.1387 0.0577 -1.0937
-0.3262 -0.1952 -0.6363
0.4549 1.0417 -0.5648
-1.3517 1.3185 -1.7345
0.9382 -1.1628 1.0827
1.7591 -0.3240 -1.3605
-0.1563 -0.6797 -0.9578
-0.6198 -0.2327 1.1801
-1.1650 -2.8637 0.8435
0.1311 1.6680 0.1300
-0.2442 -0.6118 -1.1769
0.3310 -1.0129 1.3782
-0.0020 -0.1918 0.1271
0.1912 0.0127 -0.0490
0.2422 -0.2663 0.4821
-0.2033 0.1443 0.3437
-0.1532 0.2557 -0.2049
-0.0443 0.1312 -0.4577
-0.3403 -0.4934 -0.4046
-0.0207 0.3760 -0.0492
-0.3820 0.2233 -0.5676
-0.0694 -0.3948 0.5683
0.0784 -0.4783 -0.0004
0.0873 -0.4339 0.1927
-0.8479 0.2879 0.3787
0.7438 -0.1748 -0.7152
-0.4780 0.6387 0.0937
-0.8234 0.8607 -0.0312
-0.5923 -0.2663 -0.4728
-0.1166 0.0356 -0.1322
-0.5206 1.2811 0.5513
-0.2711 0.0817 0.1112
-0.7327 0.1204 -0.6766
0.4895 0.5418 0.1580
0.7428 0.2934 -0.0093
-0.3769 0.1523 -0.4089
0.0207 -0.4433 0.0148
-0.4874 -0.1106 -0.2198
-0.0072 -0.0256 -0.2563
0.3087 -0.2581 -0.0234
-0.0710 0.4311 0.7757
0.9005 0.0455 0.0662
-0.3085 -0.7532 -0.0096
-0.2004 -0.1282 0.8864
-1.2974 -0.6695 -0.4194
0.3723 0.9845 -0.2487
-0.4872 -0.6584 -0.6926
-0.6505 -0.7636 0.8483
-0.0270 0.0768 -0.8858
0.7389 -0.1692 0.1811
-0.2530 -0.2216 0.0734
0.1945 -0.1933 0.4266
-0.0997 -0.0580 -0.1113
-0.1745 -0.0589 -0.7028
-0.9875 0.0318 -0.0264
-0.1051 0.2039 -0.2184
0.1454 0.0703 0.4199
0.4474 -0.4700 -0.1764
0.0850 0.2183 0.2219
0.0585 0.0669 0.1167
-0.0953 -0.3534 0.5074
-0.0121 0.6372 0.0726
-0.1989 -0.0659 -0.1252
0.7604 -0.5440 -0.4030
0.2740 0.0766 -0.9715
0.0996 0.3866 -0.1310
-0.4997 0.9044 -0.1351
-0.1904 0.3784 -0.2647
0.6808 0.3793 -0.5877
0.5607 0.0093 -0.4318
-0.7349 -0.4192 -0.3040
-0.2518 0.1163 0.0563
0.5037 0.2250 -0.4064
0.3959 -0.6712 -0.0298
-0.2919 0.0063 0.0789
0.1118 0.8719 0.4808
0.2112 -0.3356 -0.1533
-0.2651 0.0364 -0.3952
-0.2709 0.2459 -0.5855
0.0113 -0.1731 0.1360
-0.1645 0.8772 -0.5256
0.2193 -0.1536 0.2617
0.1589 -0.5294 0.7518
0.1812 -0.0712 -0.5966
-0.2803 -0.4638 -0.5333
-0.6316 0.2340 0.5105
-0.1691 0.5169 0.0470
-0.0534 -0.1407 -0.6039
0.4743 0.4278 -0.6154
-0.6791 -0.3322 0.0957
1.4770 -0.1592 0.0696
0.1499 0.0718 0.2463
0.3095 -0.2388 0.4797
-0.5641 -0.0774 -0.1063
0.5559 0.2525 0.5129
0.4495 -0.7096 0.0156
-0.5803 -0.0522 -0.6589
-0.6214 0.5005 -1.0120
-0.0462 -0.1655 -0.5893
-0.5820 -0.0474 -0.1033
0.2702 -0.4754 0.5864
-0.1541 -0.2193 -0.2025
-1.2293 0.1656 0.4488
0.4265 -0.5380 -0.1523
-0.0118 0.1855 0.0215
0.4017 0.4314 0.1941
0.3106 1.0279 0.2626
-0.3424 0.3373 -0.1453
-0.8118 0.0486 -0.6830
-0.1115 0.9931 -0.7341
0.3463 0.0593 -0.0950
-0.1741 -0.4399 0.0203
-0.0157 -0.6984 0.7909
0.0890 -0.2709 0.4796
0.2918 0.1047 -0.5256
0.5102 -1.5389 0.7903
0.4353 -0.2142 0.8549
0.1627 -0.7707 0.3660
0.0242 -0.6103 -0.3581
0.1582 -0.2377 0.4364
-0.5503 0.6114 -0.3957
0.4688 -0.0476 -0.5475
-0.0134 0.0672 -0.1158
-0.4010 -0.1409 0.0781
0.4163 -0.3316 0.4533
-0.3777 -0.0085 -0.0858
0.1773 0.0246 -0.1962
0.1310 0.3986 0.6477
-0.4159 -0.0130 -0.6074
1.0494 0.2043 0.0265
0.3653 0.4582 0.1501
0.3849 -0.2187 0.5446
-0.2067 0.2285 -0.1710
-0.3838 0.5726 0.8981
-0.6225 0.5638 0.6302
0.5857 -0.6235 -0.1887
-0.1040 0.2203 0.4275
0.0195 -0.5385 0.0457
0.1828 0.6748 0.1561
0.3734 -0.1673 0.4270
-0.7075 0.3926 -0.5902
0.1116 0.1386 0.1190
0.2701 -0.2125 0.6709
-0.9757 -0.6034 0.1267
-0.1002 0.2681 1.1839
-0.9600 0.2186 -0.1077
0.5635 0.2231 -0.3204
-0.2235 0.4859 -0.8844
-0.3669 0.4202 0.5321
-0.0025 -0.3075 0.5441
-0.3039 0.1351 -0.0611
-0.3071 -0.5249 -0.9258
-0.1558 -0.4475 0.2904
-0.4939 0.4753 -0.0782
-0.6890 0.4797 -0.3092
-0.4667 0.2210 -0.4998
0.2306 -0.2819 -0.6079
0.1232 -0.6211 0.2304
0.5226 -0.4919 0.4002
0.2387 -0.4936 0.5805
-0.5793 0.1347 -0.6792
1.0473 -0.1243 0.1866
-0.0691 -0.4503 0.4323
-0.9559 0.5580 0.3014
-0.1740 -0.1186 -0.1361
0.1359 0.2638 -0.2388
0.2943 -0.0097 -0.2067
0.2954 0.1515 -0.1593
0.3745 0.7221 -0.1352
0.2746 -0.0631 0.1845
-0.0214 -0.3213 -0.2539
0.4126 0.3466 -0.1646
0.1691 0.0486 -0.2531
-0.3959 -0.0581 0.0281
-0.3937 0.0613 0.3751
0.1213 -0.1441 0.3038
-0.1581 -0.5199 0.1641
0.5076 -0.5877 -0.1932
0.0138 0.9604 -0.7454
-1.1877 1.2100 0.2954
-0.5656 -0.0234 -0.6549
-0.3374 -0.5229 -0.3102
-0.4876 0.1650 0.8793
0.0786 -1.2332 0.1991
-0.1776 0.5123 -0.5826
-0.1167 -0.0214 0.5561
0.4655 0.3013 -0.6931
0.9251 0.4115 -0.0864
-0.0553 0.1003 -0.2371
-0.1681 -0.0487 0.0766
-0.5891 0.3839 -0.3799
0.1850 -0.1609 -0.0699
0.3211 0.8571 0.1840
-0.4416 -0.1982 -0.0445
-1.0313 0.0372 -0.4378
0.0905 -0.2284 0.7288
0.5471 -0.3623 0.1524
-0.0029 -0.0102 0.2140
0.5363 -0.2712 0.2737